Record 1
Computed, not measured: C32H96InNO35 as an isolated structure at a distorted geometry, with ωB97M-V with the def2-TZVPD basis set.

Cartesian coordinates (Å):
In -2.343 2.654 0.071
O 1.605 0.449 -0.280
O 3.153 0.083 7.663
O 0.749 -1.344 -3.051
O 0.917 4.227 5.343
O -0.583 -3.514 -2.808
O 0.595 -8.134 0.427
O 3.196 -0.751 4.962
O -1.719 3.224 2.070
O 2.731 -0.573 2.205
O -3.958 4.586 0.073
O -4.457 -5.680 0.854
O -3.179 -4.035 -3.739
O -0.700 3.770 -4.098
O -0.606 -0.075 -0.346
O 1.818 -5.377 0.423
O 2.319 -0.707 -5.419
O 2.084 4.192 2.883
O -1.847 -3.339 -0.463
O 0.348 0.856 -6.735
O 3.094 3.013 -1.561
O 3.530 -2.512 -3.048
O -3.465 -0.325 -3.114
O -1.188 4.644 0.079
O 5.270 2.360 0.215
O -1.610 1.177 3.106
O 5.516 -0.021 1.838
O -0.206 -1.093 2.876
O -0.049 -3.447 1.404
O -2.801 3.185 -1.940
O -3.266 0.768 0.010
O -0.010 5.606 -2.155
O -3.076 -0.568 -6.168
O -4.735 1.291 2.356
O -3.733 0.571 4.662
O 0.131 1.888 0.145
N 0.398 0.649 -0.232
C -2.929 -4.238 -0.575
C -3.314 -4.808 0.836
C 1.621 -1.682 -1.928
C -4.214 3.620 -2.186
C 3.115 3.071 -0.161
C 0.638 3.860 -3.558
C -2.563 0.664 5.358
C 5.020 -1.312 2.078
C 2.336 3.815 5.256
C -4.600 4.743 -1.198
C 3.626 -1.491 1.568
C 2.515 3.248 3.899
C 4.296 -0.092 5.581
C -1.675 1.624 4.554
C -4.339 -0.056 0.533
C -2.066 -4.256 -4.564
C -2.076 -0.367 -5.182
C -2.542 -1.185 -3.964
C 4.302 -0.342 7.029
C 0.675 -5.738 -0.300
C -1.137 4.548 2.477
C 0.058 -2.306 3.509
C -0.760 5.382 1.235
C 2.470 0.697 -5.639
C 3.947 1.944 0.388
C 0.986 5.321 -3.163
C -0.938 -4.611 -3.597
C 0.632 -7.277 -0.688
C 1.780 1.009 -6.977
C -5.354 0.718 1.299
C -0.529 -3.407 2.706
C 2.531 -2.914 -2.117
H -1.393 -3.319 -1.331
H -0.168 -2.766 -3.322
H -4.295 5.710 -1.573
H 1.891 2.366 3.756
H 2.969 -1.043 -4.775
H -3.838 -0.862 1.102
H 2.027 2.024 -7.309
H 3.535 2.872 3.762
H 5.276 -0.447 5.196
H -0.050 -5.015 -4.110
H -1.595 2.215 2.609
H 3.718 1.833 1.442
H 6.469 -0.184 1.964
H -3.242 0.441 -1.023
H -2.685 -5.096 -1.229
H -1.075 0.345 2.981
H -1.625 -3.333 2.684
H 0.973 -1.838 -1.087
H 1.991 -3.795 -2.413
H -0.663 1.782 4.933
H 3.514 1.072 -5.609
H 1.313 3.603 -4.368
H -4.337 -0.348 -3.530
H -3.074 -2.092 -4.234
H 1.285 -1.277 -3.852
H 0.606 -5.049 -1.164
H -1.889 5.065 3.109
H 0.711 3.245 -2.666
H 2.420 -0.284 7.116
H 3.313 -2.525 1.804
H -0.622 3.217 -4.889
H -5.849 1.423 0.639
H -4.308 -6.548 0.457
H -4.603 4.503 0.798
H 5.691 -2.014 1.574
H 1.527 -4.683 1.072
H 5.150 0.215 7.440
H -1.132 -0.845 -5.528
H 0.226 -1.199 2.031
H -4.445 0.417 5.307
H 4.152 1.006 5.553
H -2.680 1.212 6.313
H -0.879 4.974 -0.798
H 1.428 -7.537 -1.380
H 5.769 1.812 0.844
H -2.186 2.603 4.478
H -0.238 -5.466 0.311
H 1.888 1.203 -4.875
H -1.776 -3.367 -5.144
H 2.485 0.086 1.537
H -6.171 0.018 1.567
H -2.470 -5.349 1.250
H 1.113 -2.352 3.714
H -0.326 -7.341 -1.181
H -0.781 -3.499 0.719
H 4.983 -1.492 3.160
H 3.999 -3.290 -3.358
H -4.267 3.916 -3.224
H -1.244 6.343 1.190
H -0.401 -2.334 4.482
H -4.572 0.719 3.146
H 2.069 2.924 0.077
H 2.964 -0.361 4.101
H -2.580 2.526 -2.583
H 0.762 5.963 -4.002
H -4.775 -0.497 -0.360
H -0.067 0.787 -7.596
H 3.547 3.996 0.271
H 1.352 -7.961 1.017
H 2.480 3.086 6.055
H -0.323 -4.359 3.252
H 2.288 -0.794 -1.827
H -2.119 -0.286 5.641
H -3.579 -3.967 1.439
H 3.598 -1.394 0.485
H -2.826 -0.119 -6.972
H 2.998 -3.077 -1.166
H -4.045 -3.977 -4.191
H -3.737 -3.671 -0.967
H 0.296 5.684 1.151
H 3.045 4.622 5.409
H 2.827 4.774 2.693
H 2.037 0.305 -7.790
H 4.492 -1.403 7.190
H -4.932 2.815 -1.980
H 0.829 5.157 5.099
H -2.245 -5.140 -5.210
H -0.283 6.493 -2.363
H -0.216 4.368 3.062
H 3.710 1.023 -0.212
H -5.662 4.731 -1.089
H 4.031 3.006 -1.881
H -1.322 -5.380 -2.920
H -1.732 -1.469 -3.309
H 1.988 5.382 -2.730
H -1.851 0.679 -4.883

Output
**Energy**: -4154.2064 Eh
**Total charge**: +2
**LUMO**: -5.95 eV
**HOMO-LUMO gap**: 6.80 eV



Record 2
Computed, not measured: C32H99BN7O16PdY as an isolated structure at a distorted geometry, with ωB97M-V with the def2-TZVPD basis set.

Cartesian coordinates (Å):
Pd 0.401 -3.755 0.333
Y -2.241 -1.373 -0.641
O -2.452 -1.547 -3.134
O -5.477 3.138 3.411
O 0.542 2.528 -2.252
O -2.111 2.868 0.322
O 6.384 0.651 -0.437
O -1.863 -1.671 4.006
O 0.173 1.198 -6.912
O -0.687 -8.106 2.602
O -0.477 -1.808 1.096
O 2.256 -2.689 -0.455
O -3.030 -0.374 1.399
O 5.781 -2.377 5.344
O -3.720 1.621 -4.010
O -0.871 -3.280 -1.390
O -0.741 0.441 -0.744
O 0.989 3.697 3.540
N 1.760 0.078 -3.728
N -1.974 2.151 3.198
N 4.371 -3.740 2.241
N -6.213 0.665 -4.459
N 1.691 5.687 0.516
N 3.665 2.939 -1.317
N -1.292 -4.739 1.316
C 1.676 0.238 -5.161
C -5.724 1.842 -5.224
C -6.638 2.870 2.642
C 5.747 -2.794 6.693
C 0.318 0.340 0.176
C -4.685 2.554 -4.387
C 4.965 -2.706 3.127
C 0.110 -0.556 1.404
C 1.690 -1.091 -5.892
C 5.089 1.758 -2.902
C -2.614 -6.183 2.764
C -6.909 2.748 -5.587
C 4.516 1.755 -1.488
C 5.559 1.794 -0.389
C 1.122 2.002 -7.543
C -4.386 2.427 2.947
C 4.941 -3.201 4.561
C -2.680 2.248 -3.301
C -0.917 -3.517 -2.786
C -3.160 2.884 3.706
C 4.041 -1.489 2.987
C 7.259 0.594 0.647
C -1.175 -5.758 2.449
C 0.408 1.010 -5.543
C -0.436 -6.946 1.851
C 0.100 6.211 2.284
C -1.463 -2.353 -3.656
C 1.250 2.340 3.772
C 1.305 4.007 2.194
C 0.216 -9.136 2.280
C 1.386 5.482 1.923
C -2.941 4.395 3.681
B -3.786 -3.127 0.400
H -1.150 2.676 3.497
H 3.147 -2.818 -0.118
H -2.853 -2.872 0.994
H -0.167 6.058 3.326
H -2.613 0.372 1.882
H 0.067 1.868 -1.673
H -6.520 3.623 -6.128
H 2.561 0.779 -5.507
H 4.239 -0.723 3.739
H 1.674 0.892 -3.121
H 0.799 2.305 -8.538
H 6.110 2.731 -0.546
H 0.674 1.296 0.614
H -2.844 4.822 2.687
H -1.769 2.001 0.004
H 6.374 -2.082 7.223
H 0.285 3.393 -1.908
H 0.673 3.459 1.483
H -6.842 0.128 -5.057
H -7.411 3.169 -4.711
H 3.900 -3.184 4.918
H -2.052 -5.072 0.712
H -3.088 2.484 -2.306
H 7.908 1.464 0.777
H -1.834 -2.810 -4.591
H 0.701 -1.545 -5.972
H -1.699 3.520 -0.259
H -3.333 2.621 4.756
H -0.424 0.411 -5.157
H 4.276 1.468 -3.573
H 2.354 -2.156 -1.263
H -0.608 -0.067 2.082
H -4.472 -2.221 0.510
H -5.266 1.582 -6.182
H -1.462 -1.612 3.122
H 0.888 -0.397 -3.466
H -2.336 3.128 -3.848
H -3.194 -5.329 3.143
H 0.089 -9.984 2.947
H -1.891 1.517 -3.129
H 6.694 0.529 1.589
H -6.885 1.084 -3.808
H 4.728 -2.700 7.084
H 1.209 0.060 -0.419
H 0.091 -9.433 1.231
H -0.733 -7.145 0.808
H -4.263 2.586 1.863
H 0.357 1.963 -4.994
H 2.344 3.656 2.080
H 0.966 2.093 4.792
H -2.631 -6.837 3.640
H 0.086 7.242 1.936
H 1.475 6.617 0.184
H -0.572 -1.786 -3.999
H 2.346 -1.800 -5.381
H -4.207 3.394 -4.907
H 0.024 -3.992 -3.110
H -1.899 2.364 2.181
H 5.052 1.795 0.590
H 7.790 -0.353 0.593
H 2.669 5.532 0.296
H 5.056 -4.485 2.093
H -3.208 -6.569 1.939
H 4.012 -1.091 1.971
H 5.800 0.926 -2.989
H 6.086 -3.821 6.841
H -3.748 4.874 4.244
H -0.695 -5.244 3.275
H 2.175 5.938 2.537
H 5.605 2.663 -3.217
H 1.072 -0.582 1.934
H -1.600 -4.382 -2.881
H 5.974 -2.424 2.811
H -5.154 2.954 -3.469
H -6.430 3.193 1.613
H 2.099 1.510 -7.655
H -7.526 3.385 2.994
H -4.401 -4.075 0.778
H 0.641 1.759 3.073
H -3.776 -0.656 1.949
H 3.026 -1.830 3.227
H 1.290 2.930 -6.973
H 2.297 2.035 3.647
H -1.750 -0.788 4.384
H -0.719 5.726 1.730
H -2.072 4.629 4.304
H 3.909 0.834 -1.452
H 4.328 -3.291 1.329
H -6.830 1.789 2.656
H -7.606 2.232 -6.243
H 3.157 2.930 -0.440
H 5.243 -4.262 4.552
H -3.462 -3.216 -0.679
H 0.639 -6.696 1.781
H 2.920 2.920 -2.013
H 1.263 -8.826 2.413
H 2.075 -0.973 -6.905
H -4.461 1.329 3.032
H -1.811 -3.952 1.719

Output
**Energy**: -3056.6312 Eh
**2S+1**: 3
**<S²>**: 2.008
**LUMO (alpha / beta)**: -0.44 / -2.17 eV
**HOMO-LUMO gap (alpha / beta)**: 7.02 / 5.28 eV